P | Molecular formula: C4H12O
Method: DFT, ωB97M-V/def2-TZVPD

HOMO-LUMO gap (alpha / beta) ... 0.073 / 0.340 Ha
Charge ... -1
<S²> ... 0.750
Multiplicity ... 2
Highest occupied orbital energy (alpha / beta) ... 1.378 / -5.954 eV

Geometry as XYZ:
```
17
C4H12O | the OMol25 dataset | ωB97M-V/def2-TZVPD
C 3.632 1.847 2.653
O 2.555 1.107 3.293
H 4.112 2.525 3.361
H 4.338 1.070 2.438
H 3.213 2.214 1.705
H 2.371 1.374 4.211
C -1.459 -1.369 -2.722
C -2.380 -1.278 -1.545
C -1.841 -0.114 -0.517
H -1.979 -1.468 -3.620
H -0.939 -2.312 -2.665
H -0.837 -0.555 -2.873
H -2.374 -2.367 -1.034
H -3.433 -1.075 -1.675
H -2.716 0.061 0.143
H -0.724 -0.409 -0.061
H -1.542 0.750 -1.090
```

***

Q | Molecular formula: C4H12O
Method: DFT, ωB97M-V/def2-TZVPD

HOMO-LUMO gap (alpha / beta) ... 0.094 / 0.365 Ha
Charge ... -1
<S²> ... 0.750
Multiplicity ... 2
Highest occupied orbital energy (alpha / beta) ... 1.385 / -6.060 eV

Geometry as XYZ:
```
17
C4H12O | the OMol25 dataset | ωB97M-V/def2-TZVPD
C 0.288 1.702 0.693
C 0.347 3.116 -0.004
O 0.905 0.567 -0.148
H 1.038 1.508 1.429
H -0.627 1.121 0.903
H 0.073 3.063 -1.111
H 1.228 1.045 -0.899
H 1.197 3.743 0.070
H -0.513 3.624 0.325
C -1.433 -2.296 -0.135
C -0.038 -2.986 -0.326
H -1.480 -1.326 0.408
H -2.064 -2.869 0.608
H -2.145 -2.103 -1.046
H 0.221 -3.604 0.579
H 0.116 -3.697 -1.163
H 0.732 -2.262 -0.285
```

***

Stability ranking, top entry: P; the second entry is 0.124 eV less favorable.

***

P | Molecular formula: C5H14NO
Method: DFT, ωB97M-V/def2-TZVPD

HOMO-LUMO gap (alpha / beta) ... 0.122 / 0.259 Ha
<S²> ... 0.753
Multiplicity ... 2
Highest occupied orbital energy (alpha / beta) ... -3.211 / -7.052 eV

Geometry as XYZ:
```
21
C5H14NO | the OMol25 dataset | ωB97M-V/def2-TZVPD
C -0.762 0.524 -1.006
C 0.508 -0.262 -1.179
C 0.323 -1.896 -0.890
C -0.450 -1.671 1.425
C -0.773 -2.046 0.126
N -0.549 1.113 0.451
H -0.682 1.530 -1.568
H -1.806 0.001 -1.067
H 1.367 0.030 -0.515
H 0.864 -0.191 -2.198
H -0.060 -2.497 -1.701
H 1.310 -2.254 -0.629
H 0.585 -1.598 1.717
H -1.149 -1.905 2.192
H -1.603 -2.757 -0.007
H -1.493 1.368 0.860
H -0.024 2.033 0.234
H -0.169 0.434 1.124
H 1.277 3.857 0.345
H 1.889 3.123 1.548
O 1.397 3.064 0.738
```

***

Q | Molecular formula: C5H14NO
Method: DFT, ωB97M-V/def2-TZVPD

HOMO-LUMO gap (alpha / beta) ... 0.120 / 0.430 Ha
<S²> ... 0.750
Multiplicity ... 2
Highest occupied orbital energy (alpha / beta) ... -2.783 / -11.373 eV

Geometry as XYZ:
```
21
C5H14NO | the OMol25 dataset | ωB97M-V/def2-TZVPD
C 1.606 0.725 0.287
C 0.941 -0.677 0.140
N -0.337 -0.717 0.911
C -1.463 -0.981 -0.096
C -0.837 -0.608 -1.410
C 0.652 -1.055 -1.341
H 0.865 1.428 0.672
H 1.927 1.115 -0.687
H 2.528 0.681 0.873
H 1.664 -1.379 0.568
H -0.587 0.180 1.375
H -0.329 -1.471 1.651
H -1.906 -1.957 0.053
H -2.294 -0.328 0.181
H -1.110 -0.982 -2.399
H -0.874 0.489 -1.493
H 1.385 -0.608 -2.004
H 0.834 -2.136 -1.329
H -1.552 2.816 0.945
H -0.354 3.076 1.830
O -0.757 2.389 1.274
```

***

Stability ranking, top entry: Q; the second entry is 1.669 eV less favorable.

***

P | Molecular formula: C20H35N5
Method: DFT, ωB97M-V/def2-TZVPD

HOMO-LUMO gap ... 0.432 Ha
Structure (SMILES) ... CCCC#N.CCCC#N.CCCC#N.CCCC#N.CCCC#N
Multiplicity ... 1
Highest occupied orbital energy ... -11.283 eV

Geometry as XYZ:
```
60
C20H35N5 | the OMol25 dataset | ωB97M-V/def2-TZVPD
C 1.914 5.052 0.869
C 1.686 4.942 -0.646
C 2.679 4.034 -1.382
C 2.400 2.626 -1.118
N 2.151 1.526 -0.917
H 1.162 5.695 1.318
H 2.933 5.372 1.074
H 1.749 4.061 1.307
H 1.695 5.964 -1.027
H 0.692 4.536 -0.846
H 3.694 4.205 -1.008
H 2.671 4.184 -2.460
C 4.610 -3.081 3.759
C 3.425 -4.049 3.749
C 3.802 -5.531 3.596
C 4.587 -5.712 2.370
N 5.205 -5.841 1.410
H 5.154 -3.233 4.694
H 4.248 -2.054 3.737
H 5.293 -3.225 2.925
H 2.756 -3.809 2.913
H 2.798 -3.861 4.622
H 2.902 -6.141 3.588
H 4.419 -5.841 4.442
C -6.863 -0.188 -1.796
C -5.503 0.007 -1.123
C -4.658 1.079 -1.816
C -4.481 0.787 -3.240
N -4.359 0.543 -4.352
H -7.355 0.786 -1.864
H -7.519 -0.858 -1.242
H -6.792 -0.600 -2.803
H -4.979 -0.950 -1.056
H -5.633 0.280 -0.074
H -3.675 1.148 -1.352
H -5.195 2.026 -1.731
C -0.796 -0.877 -3.795
C -0.451 -0.174 -2.471
C -0.858 1.308 -2.449
C -0.082 2.108 -3.394
N 0.546 2.732 -4.121
H -1.870 -0.827 -3.967
H -0.466 -1.909 -3.686
H -0.263 -0.404 -4.618
H 0.628 -0.214 -2.307
H -0.926 -0.682 -1.631
H -0.705 1.724 -1.452
H -1.916 1.413 -2.693
C -0.128 -1.983 2.427
C 0.731 -0.928 1.737
C 0.097 0.475 1.695
C -1.264 0.532 1.150
N -2.329 0.563 0.722
H 0.338 -2.964 2.386
H -1.069 -2.037 1.873
H -0.355 -1.674 3.447
H 0.989 -1.220 0.716
H 1.705 -0.829 2.223
H 0.705 1.059 1.003
H 0.123 0.927 2.684
```

***

Q | Molecular formula: C20H35N5
Method: DFT, ωB97M-V/def2-TZVPD

HOMO-LUMO gap ... 0.350 Ha
Multiplicity ... 1
Highest occupied orbital energy ... -9.298 eV

Geometry as XYZ:
```
60
C20H35N5 | the OMol25 dataset | ωB97M-V/def2-TZVPD
C 2.921 -1.943 -1.821
C 3.866 -1.250 -2.885
C 4.954 -0.453 -2.157
C 6.063 0.133 -2.982
N 6.916 0.558 -3.648
H 3.625 -2.527 -1.229
H 2.165 -2.578 -2.284
H 2.408 -1.227 -1.180
H 3.192 -0.734 -3.569
H 4.385 -1.996 -3.487
H 5.433 -1.073 -1.400
H 4.381 0.364 -1.720
C -5.155 1.895 1.114
C -3.664 1.943 1.093
C -2.973 0.685 1.686
C -1.682 0.244 1.097
N -0.682 -0.024 0.519
H -5.465 2.922 0.919
H -5.486 1.577 2.103
H -5.573 1.302 0.300
H -3.291 2.855 1.558
H -3.277 2.008 0.076
H -3.614 -0.195 1.728
H -2.846 0.827 2.759
C 0.170 0.385 3.032
C 1.196 1.364 2.377
C 2.039 2.220 3.300
C 2.906 3.149 2.558
N 3.522 3.915 1.960
H -0.758 0.912 3.255
H 0.605 -0.094 3.909
H -0.159 -0.455 2.420
H 0.612 2.029 1.738
H 1.919 0.962 1.667
H 2.677 1.643 3.970
H 1.435 2.792 4.004
C 0.718 -1.714 1.519
C 1.466 -0.932 0.418
C 0.774 -0.743 -0.989
C 0.192 -1.987 -1.509
N -0.222 -3.022 -1.912
H 1.463 -1.942 2.282
H 0.476 -2.751 1.287
H -0.102 -1.104 1.898
H 2.458 -1.347 0.238
H 1.868 -0.003 0.822
H 1.341 -0.472 -1.880
H 0.032 0.024 -0.765
C -1.565 -0.928 -2.401
C -3.025 -1.231 -2.158
C -3.574 -0.323 -1.020
C -3.546 1.063 -1.443
N -3.430 2.171 -1.749
H -0.918 -1.555 -1.787
H -1.357 0.142 -2.370
H -1.381 -1.358 -3.386
H -3.169 -2.300 -1.999
H -3.612 -0.957 -3.035
H -3.030 -0.393 -0.078
H -4.623 -0.473 -0.765
```

***

Stability ranking, top entry: P; the second entry is 13.605 eV less favorable.

***

P | Molecular formula: C5H3F
Method: DFT, ωB97M-V/def2-TZVPD

HOMO-LUMO gap (alpha / beta) ... 0.293 / 0.296 Ha
Multiplicity ... 1
Highest occupied orbital energy (alpha / beta) ... -8.389 / -8.586 eV

Geometry as XYZ:
```
9
C5H3F | the OMol25 dataset | ωB97M-V/def2-TZVPD
C -0.741 0.310 0.939
C -1.632 -0.178 -0.031
C 1.306 -0.550 -0.136
C 0.524 0.547 0.069
C -0.779 0.672 -0.736
F -2.879 -0.608 -0.116
H 2.297 -0.305 -0.120
H 0.791 -1.423 -0.279
H 1.112 1.536 0.411
```

***

Q | Molecular formula: C5H3F
Method: DFT, ωB97M-V/def2-TZVPD

HOMO-LUMO gap ... 0.346 Ha
Multiplicity ... 1
Highest occupied orbital energy ... -8.980 eV

Geometry as XYZ:
```
9
C5H3F | the OMol25 dataset | ωB97M-V/def2-TZVPD
C -0.337 0.298 -1.024
C -0.209 -0.773 -1.656
C -0.082 -0.048 1.222
C 0.111 0.961 0.096
C 0.899 -0.351 0.126
F -0.270 -1.633 -2.661
H 0.548 0.190 2.077
H -1.084 -0.529 1.496
H 0.424 1.885 0.324
```

***

R | Molecular formula: C5H3F
Method: DFT, ωB97M-V/def2-TZVPD

HOMO-LUMO gap ... 0.348 Ha
Structure (SMILES) ... C=C1C2=C(F)[C@@H]12
Multiplicity ... 1
Highest occupied orbital energy ... -8.807 eV

Geometry as XYZ:
```
9
C5H3F | the OMol25 dataset | ωB97M-V/def2-TZVPD
C -2.089 -0.537 0.493
C -2.483 0.763 0.806
C -0.716 -0.253 0.403
C 0.492 -0.610 0.285
C -1.427 1.080 0.050
F -3.509 1.337 1.332
H 1.343 -0.055 -0.124
H 1.031 -1.515 0.665
H -1.235 1.501 -0.883
```

***

Stability ranking, top entry: R; the second entry is 1.612 eV less favorable.

***

P | Molecular formula: C3H13N4
Method: DFT, ωB97M-V/def2-TZVPD

HOMO-LUMO gap ... 0.345 Ha
Charge ... +1
Multiplicity ... 1
Highest occupied orbital energy ... -13.509 eV

Geometry as XYZ:
```
20
C3H13N4 | the OMol25 dataset | ωB97M-V/def2-TZVPD
C -2.975 1.258 0.471
C -0.496 -1.297 -1.629
C 0.486 -1.347 0.493
N -0.471 -1.330 1.297
N 3.242 0.872 0.500
N 0.306 -0.699 -0.833
N 1.166 0.232 -1.149
H -1.999 1.375 -0.012
H -2.891 1.746 1.409
H -2.894 0.140 0.534
H -0.410 -1.051 -2.731
H -0.945 -2.341 -1.301
H -4.011 1.587 0.013
H -0.385 -1.768 2.210
H -1.483 -1.107 1.268
H 3.359 0.379 1.344
H 2.807 1.698 0.737
H 1.395 0.416 -2.079
H 2.058 0.170 -0.512
H 4.140 1.066 -0.031
```

***

Q | Molecular formula: C3H13N4
Method: DFT, ωB97M-V/def2-TZVPD

HOMO-LUMO gap ... 0.335 Ha
Charge ... +1
Multiplicity ... 1
Highest occupied orbital energy ... -12.715 eV

Geometry as XYZ:
```
20
C3H13N4 | the OMol25 dataset | ωB97M-V/def2-TZVPD
N 1.262 -2.039 0.081
C 2.282 -1.446 0.956
N 1.935 -0.261 1.732
H 0.509 -2.395 0.662
H 0.895 -1.336 -0.551
H 2.574 -2.230 1.654
H 3.147 -1.205 0.349
H 1.581 0.491 1.151
H 1.269 -0.460 2.469
C -1.781 0.585 -0.924
C -1.148 1.759 -0.895
N -1.278 2.720 -1.863
N -1.612 -0.377 0.180
H -2.482 0.288 -1.683
H -0.474 1.987 -0.078
H -0.552 3.421 -1.846
H -1.417 2.362 -2.797
H -1.588 -1.345 -0.149
H -2.380 -0.300 0.851
H -0.741 -0.218 0.701
```

***

Stability ranking, top entry: Q; the second entry is 3.424 eV less favorable.

***

P | Molecular formula: C3H7NO3S
Method: DFT, ωB97M-V/def2-TZVPD

HOMO-LUMO gap ... 0.212 Ha
Charge ... -2
Multiplicity ... 1
Highest occupied orbital energy ... 0.317 eV

Geometry as XYZ:
```
15
C3H7NO3S | the OMol25 dataset | ωB97M-V/def2-TZVPD
O 1.404 -0.498 -1.506
C 1.165 -0.680 -0.272
O 1.903 -1.283 0.531
C -0.118 -0.049 0.319
C 0.251 1.172 1.159
S -1.161 1.968 2.037
N -0.843 -1.071 1.073
H -0.750 0.291 -0.505
H 1.005 0.853 1.893
H 0.736 1.904 0.507
H -1.525 -0.547 1.623
H -0.186 -1.442 1.751
H -1.395 -0.129 -2.713
H 0.132 -0.312 -2.620
O -0.618 -0.177 -3.277
```

***

Q | Molecular formula: C3H7NO3S
Method: DFT, ωB97M-V/def2-TZVPD

HOMO-LUMO gap ... 0.213 Ha
Charge ... -2
Multiplicity ... 1
Highest occupied orbital energy ... 0.285 eV

Geometry as XYZ:
```
15
C3H7NO3S | the OMol25 dataset | ωB97M-V/def2-TZVPD
C 0.042 0.277 -0.259
C 1.008 1.124 -1.085
S 1.189 0.722 -2.892
N 0.401 0.357 1.130
C -0.194 -0.491 2.119
O -1.045 -1.341 1.758
O 0.201 -0.270 3.299
H -0.970 0.639 -0.418
H -0.047 -0.730 -0.631
H 2.023 0.973 -0.724
H 0.796 2.188 -0.944
H 0.642 1.202 1.617
H -2.453 -1.866 -1.207
H -2.170 -1.179 0.068
O -2.846 -1.188 -0.642
```

***

Stability ranking, top entry: P; the second entry is 0.213 eV less favorable.